(1)
68
Properties=species:S:1:pos:R:3:forces:R:3:mulliken_charge:R:1 method="wB97M-V/def2-TZVPD" homo_ev=-11.8 multiplicity=1 e_above_lowest_kcal_mol=1.6 total_charge=+1
Ca -2.084720 0.020394 0.637567 -0.382 1.126 0.657 1.735
C 0.260101 0.374431 3.806644 0.094 -0.037 0.057 -1.503
C -0.998816 0.952042 3.234433 0.053 0.005 -0.003 1.028
C -2.238500 0.367900 3.510305 -0.082 -0.089 0.052 -0.363
C -3.411557 0.896756 2.989768 -0.143 0.020 -0.212 -0.522
C -3.370162 2.011119 2.144737 -0.057 -0.106 0.031 -0.688
C -2.142735 2.599091 1.857101 -0.018 -0.007 -0.050 -0.637
C -0.972715 2.076066 2.409905 -0.026 0.052 -0.201 0.073
H 0.295439 0.539768 4.884874 -0.013 -0.003 -0.009 0.405
H 1.146198 0.833901 3.370420 -0.010 0.012 -0.005 0.241
H 0.306733 -0.701733 3.636369 -0.021 0.000 -0.015 0.300
H -2.283631 -0.525491 4.120948 0.008 0.012 0.004 0.370
H -4.356703 0.409017 3.191529 0.013 0.025 0.063 0.358
H -4.280203 2.394948 1.700070 -0.001 0.055 0.101 0.429
H -2.092879 3.446451 1.184435 0.027 0.051 0.078 0.375
H -0.026604 2.544419 2.173667 0.066 0.013 0.023 0.197
C -1.219961 -8.421198 -0.232519 0.015 -0.056 -0.014 -1.432
C -1.439232 -6.954453 -0.014295 -0.030 0.052 0.006 0.978
C -0.411083 -6.129802 0.425675 0.012 0.028 0.011 -0.864
C -0.619407 -4.774538 0.641016 0.154 -0.029 0.041 -0.064
C -1.875780 -4.248156 0.407052 -0.293 -0.070 -0.004 -0.338
C -2.926182 -5.048096 -0.041362 0.027 -0.040 -0.001 -0.613
C -2.698829 -6.393367 -0.245313 0.014 0.039 0.010 -0.812
S -2.199233 -2.550516 0.625187 0.120 -0.160 -0.055 1.715
O -0.967143 -1.917657 1.190658 0.131 -0.327 -0.071 -0.720
O -3.336489 -2.275098 1.490029 0.076 -0.096 -0.132 -0.730
N -2.531215 -1.826331 -0.740714 0.217 0.019 0.079 -0.871
C -1.479148 -1.877733 -1.742139 0.124 -0.196 -0.269 -0.388
C -0.398840 -0.793907 -1.770670 -0.315 0.567 0.347 0.632
O 0.627013 -0.909620 -2.368749 0.172 -0.052 -0.079 -0.522
O -0.684861 0.402081 -1.113141 -0.029 -0.889 -0.227 -0.921
H -0.174721 -8.693605 -0.102687 0.010 0.005 -0.001 0.353
H -1.529247 -8.713214 -1.236451 -0.002 -0.008 -0.001 0.353
H -1.812133 -9.004820 0.473757 -0.009 -0.005 0.001 0.333
H 0.569733 -6.549674 0.606028 0.013 -0.009 0.003 0.322
H 0.182501 -4.139291 0.990756 -0.018 0.027 -0.001 0.468
H -3.903201 -4.620206 -0.221107 -0.012 0.037 0.002 0.454
H -3.508115 -7.024852 -0.588912 -0.012 -0.008 -0.003 0.404
H -1.947175 -1.812729 -2.729661 0.036 -0.010 0.016 0.432
H -0.916752 -2.818854 -1.738873 -0.047 0.021 -0.046 0.327
C 1.931035 5.930288 -3.119570 0.040 0.127 0.003 -1.434
C 1.106705 4.692007 -2.802418 -0.069 0.076 0.004 0.007
C 1.787031 3.421854 -3.288933 0.064 -0.090 -0.015 -0.655
C 0.990322 2.134272 -3.046928 0.041 0.013 -0.066 -1.020
Ge 0.721686 1.674549 -1.172943 0.402 0.048 -0.288 0.671
C 2.192888 0.876075 -0.164942 0.054 0.038 0.080 -0.432
C 3.509677 1.652958 -0.308055 0.019 -0.109 -0.129 -1.049
C 3.450701 3.117142 0.105925 0.027 0.160 -0.061 0.446
C 3.199144 3.315945 1.591710 -0.051 0.011 0.114 -1.181
H 1.444534 6.841807 -2.773499 -0.024 -0.010 0.018 0.390
H 2.095765 6.035496 -4.192741 -0.020 -0.045 -0.021 0.344
H 2.912475 5.879303 -2.643903 0.005 -0.018 0.018 0.298
H 0.119378 4.766876 -3.269598 0.009 0.017 -0.016 0.430
H 0.920108 4.651348 -1.723379 0.045 -0.053 0.008 0.032
H 2.783258 3.338959 -2.842862 -0.014 0.017 0.048 0.183
H 1.965350 3.517206 -4.363747 -0.033 -0.019 -0.008 0.523
H 1.484739 1.287054 -3.524970 -0.027 -0.012 0.113 0.499
H 0.001129 2.215853 -3.507941 -0.013 0.001 0.055 0.508
H 0.001407 2.779959 -0.376386 -0.096 -0.068 0.018 -0.384
H 2.338511 -0.141355 -0.527942 -0.115 -0.006 -0.037 0.531
H 1.893281 0.797274 0.885126 -0.014 0.024 -0.032 0.201
H 3.846922 1.578991 -1.345750 -0.027 0.033 -0.004 0.320
H 4.280706 1.152276 0.284826 -0.026 -0.017 0.016 0.480
H 2.684177 3.654745 -0.469993 -0.016 -0.072 0.000 -0.298
H 4.394337 3.594565 -0.168815 0.002 -0.010 0.032 0.432
H 2.253305 2.867257 1.901491 -0.077 -0.008 0.011 0.055
H 3.158830 4.371763 1.857218 0.010 0.015 -0.017 0.439
H 3.982850 2.852091 2.192682 0.040 -0.012 -0.030 0.372


(2)
45
Properties=species:S:1:pos:R:3:forces:R:3:mulliken_charge:R:1 method="wB97M-V/def2-TZVPD" homo_ev=-6.2 multiplicity=1 e_above_lowest_kcal_mol=16.4 total_charge=-1
I 0.118045 0.387552 -0.879066 0.164 0.011 0.055 -0.508
C 2.664690 -1.294133 3.619313 -0.484 0.041 0.532 -1.548
C 2.108381 -2.141410 2.472297 1.401 -0.082 1.350 0.944
C 2.083631 -3.599369 2.932468 -0.668 -0.706 0.809 -1.321
O 0.861165 -1.599297 2.107030 0.121 -0.452 -0.374 -0.486
H 2.851562 -0.270296 3.292445 0.423 -0.091 -0.048 0.341
H 3.518718 -1.786687 4.088135 0.329 0.328 -0.243 0.390
H 1.928414 -1.197553 4.423756 -0.211 -0.187 -0.130 0.353
H 2.912178 -2.094741 1.729831 -0.607 0.204 -0.776 0.190
H 1.690331 -3.711600 3.951533 -0.558 0.385 -0.127 0.331
H 3.065280 -4.048152 3.110794 0.325 0.413 -0.676 0.382
H 1.513821 -4.288462 2.307697 0.020 0.241 -0.280 0.265
H 0.960411 -1.117841 1.273610 -0.209 -0.029 -0.070 0.001
C -0.372397 4.662172 -2.732415 0.626 -1.506 -0.363 0.633
O -1.411144 4.159877 -3.137389 -0.042 0.560 0.570 -0.634
N 0.459038 4.053072 -1.832757 -0.015 -0.021 0.429 -0.262
N 0.150218 5.792564 -3.283764 -0.129 1.176 -0.499 -0.391
H 0.191869 3.216900 -1.336484 -0.311 -0.126 -0.359 0.118
H 1.348881 4.417237 -1.548537 -0.085 0.343 -0.111 0.130
H 1.063023 6.170295 -3.120811 0.044 -0.214 0.360 0.151
H -0.449693 6.344716 -3.868638 -0.085 -0.219 -0.068 0.218
C -0.588050 3.028627 2.538804 -0.378 1.974 2.071 0.604
O -0.774403 3.802220 3.492822 0.277 -0.889 -0.821 -0.707
N 0.239926 1.949106 2.549585 0.230 -0.482 -0.015 -0.198
N -1.124753 3.169912 1.317616 0.187 -0.820 -0.917 -0.150
H 0.490542 1.541428 3.433011 -0.102 -0.011 -0.046 0.190
H 0.066289 1.337862 1.755795 0.681 -0.501 0.642 0.092
H -0.904735 2.329768 0.801194 -0.830 0.627 -1.207 -0.098
H -1.802219 3.834007 1.004600 -0.052 0.098 0.313 0.163
C 0.053899 -4.121962 -0.622750 -0.056 0.940 0.459 0.627
O 0.262197 -5.197661 -0.061253 -0.050 0.425 -0.615 -0.682
N 1.009406 -3.202222 -0.914014 1.165 -0.900 -0.238 -0.271
N -1.200170 -3.684566 -0.949029 -0.462 -1.586 0.795 -0.396
H 0.835788 -2.215805 -1.019612 -0.132 0.038 -0.111 -0.068
H 1.952035 -3.551879 -0.844558 -0.059 0.365 0.124 0.181
H -1.433733 -2.806228 -1.370465 0.122 0.216 0.102 0.293
H -1.854747 -4.209049 -0.383011 -0.453 0.493 -0.520 0.201
C -3.206113 -0.728749 -3.280889 -1.145 0.084 -1.971 0.693
O -4.110262 -1.217545 -3.988266 0.628 -0.136 1.453 -0.735
N -2.239545 -0.020346 -3.896863 0.855 0.397 -0.110 -0.263
N -3.120895 -0.755847 -1.935991 -0.305 -0.538 0.801 -0.259
H -1.494919 0.446596 -3.403550 0.006 -0.049 -0.030 0.116
H -2.270922 -0.015555 -4.898094 -0.005 0.120 0.031 0.189
H -3.719332 -1.399119 -1.448502 -0.089 0.142 -0.039 0.228
H -2.321686 -0.367857 -1.445644 -0.082 -0.077 -0.132 -0.051